(1)
A molecular structure, C33H45N9O6PPtSSi2, computed with ωB97M-V with the def2-TZVPD basis set.

The calculation puts the total energy at -3666.4331 Eh. As for the net charge: +1. Its spin multiplicity is 5. The HOMO energy (spin up / spin down) comes out at -8.04 / -11.24 eV. The value obtained for the HOMO-LUMO gap (spin up / spin down) is 4.799 / 5.744 eV. For the energy above the lowest of the compared OMol25 structures with the same formula, charge and spin, the calculation gives 0.474 eV. The expectation value of S² is 6.03.

Cartesian coordinates (Å):
N1 0.1932 0.1004 -4.6323
H1 -8.7007 2.0756 -0.6341
H2 0.0057 -0.7024 4.1451
C1 -0.7413 -4.5337 -1.1657
O1 2.3697 -2.0399 1.0452
H3 5.9380 0.6575 4.3833
Si1 0.5658 0.7868 2.3051
C2 0.6714 1.2690 -5.0469
C3 0.9857 4.5782 -2.5965
H4 -4.0776 2.7445 -0.6943
N2 -6.2515 -0.5778 0.5072
C4 -0.3775 -0.6246 3.1233
C5 3.8462 0.5859 4.8649
H5 -0.3038 -1.6145 2.6739
C6 2.5125 -2.5538 2.3952
H6 -1.6690 2.7554 -0.6117
C7 1.0087 5.6568 -1.7265
H7 1.5591 -2.4882 2.9165
H8 5.5586 0.9466 1.9748
H9 3.1804 -4.3382 -3.3488
N3 0.6425 3.0903 -0.7671
H10 3.4515 -0.0822 -1.8249
H11 0.3522 3.1653 3.1149
C8 3.8675 -0.0876 -0.8172
C9 3.0269 -3.9703 2.3456
H12 -6.2874 2.5665 -0.7027
C10 2.5082 -3.3113 -1.5998
H13 3.3660 3.6482 0.4594
C11 2.4866 -3.5381 -3.0898
O2 -9.3727 -2.0326 2.0500
P1 1.0835 -1.8599 0.1387
C12 0.6877 2.1255 -2.9729
Si2 3.0629 1.1583 0.3328
H14 0.8066 0.6527 -6.9753
H15 0.8505 6.2389 0.3453
C13 -5.7188 0.6098 0.0795
C14 -7.9746 1.3435 -0.3071
C15 3.6804 2.8379 -0.1954
H16 -0.8377 -1.8165 -3.5385
H17 -0.7993 2.0738 3.8584
H18 3.2161 -1.8771 2.8790
O3 -8.3528 -3.0048 0.0184
H19 2.1202 -4.1665 -1.0449
H20 3.4376 3.0892 -1.2280
C16 0.8439 5.4289 -0.3705
N4 -0.6501 -1.0769 -2.8843
C17 0.0064 -0.0013 -3.3222
C18 4.7058 0.8523 2.6394
H21 -0.7371 -1.2482 -1.9002
C19 2.5527 0.6241 4.3698
C20 -7.5198 -0.6158 0.4985
N5 -1.4679 0.8268 0.1618
C21 0.6720 4.1254 0.0662
H22 -3.9932 -1.2719 0.9188
H23 2.3204 -4.6213 1.8313
C22 -4.3059 0.7152 0.0964
C23 0.7927 3.3093 -2.0723
C24 -1.0052 -3.5659 -0.0372
O4 -7.0715 -2.8945 2.1157
H24 3.9897 -4.0142 1.8362
H25 -0.1824 -5.4004 -0.8132
H26 4.0162 0.4706 5.9275
C25 -2.1625 -0.2783 0.5905
H27 4.7729 2.7735 -0.1289
S1 -8.2044 -2.4679 1.3521
C26 4.9279 0.6923 3.9971
H28 4.9078 0.2518 -0.8820
C27 -6.6284 1.6080 -0.3402
C28 3.4019 0.8899 2.1351
C29 -0.3232 2.3328 2.9084
O5 0.2346 -3.1410 0.5914
C30 2.3134 0.7653 2.9996
H29 3.1627 -4.3451 3.3607
N6 0.3826 0.9429 -2.4163
H30 1.4952 -3.8266 -3.4382
H31 -1.1155 2.6666 2.2368
C31 -2.2173 1.8876 -0.2785
C32 -3.5744 1.8625 -0.3232
H32 1.1495 6.6602 -2.1049
H33 3.5163 -3.0978 -1.2445
H34 -1.6918 -4.8835 -1.5697
H35 -1.5783 -4.0349 0.7594
H36 1.1032 4.6978 -3.6628
H37 2.7942 -2.6356 -3.6183
H38 1.2875 2.3024 -6.6761
Pt1 0.5949 0.6685 -0.1062
N7 0.9681 1.4124 -6.3384
N8 0.8501 2.3511 -4.2525
H39 -0.1786 -4.0622 -1.9725
H40 -1.5596 -1.0882 0.9647
H41 3.8442 -1.0977 -0.4145
H42 1.7256 0.5378 5.0662
H43 -1.4365 -0.3739 3.1938
H44 0.5548 3.8997 1.1176
H45 -1.5612 -2.6906 -0.3822
N9 -8.4727 0.1586 0.1229
C33 -3.5124 -0.3706 0.5643
O6 1.6859 -2.1465 -1.3084

(2)
A gas-phase ion, C6H12N4 (charge +2) in a non-equilibrium geometry, computed with ωB97M-V with the def2-TZVPD basis set.

The calculation puts the total energy at -454.0057 Eh. As for the net charge: +2. Its spin multiplicity is 1. The HOMO energy comes out at -16.57 eV. The value obtained for the HOMO-LUMO gap is 7.300 eV. For the energy above the lowest of the compared OMol25 structures with the same formula, charge and spin, the calculation gives 5.041 eV.

Cartesian coordinates (Å):
N1 0.5199 -1.2448 0.0070
H1 2.4628 -2.7388 -0.4807
C1 2.3490 1.8675 0.8523
H2 -2.6624 0.8500 -1.4097
H3 3.6394 -1.5392 -0.4690
N2 2.6765 -1.7445 -0.2815
H4 3.2939 1.5070 0.3744
H5 -1.6990 -2.0438 1.1375
H6 -2.7462 -0.9774 0.0762
H7 0.2691 -2.0837 0.4360
C2 -1.8279 -1.5776 0.0717
H8 2.5689 2.1105 1.9707
C3 1.2672 1.8256 0.2422
N3 0.0362 1.7710 -0.2171
N4 -0.7701 -0.5338 -0.0062
H9 -0.4234 2.7060 -0.6025
C4 1.7892 -0.8212 -0.1563
H10 -1.6940 -2.3604 -0.7396
H11 -2.6173 2.2405 -0.4849
H12 -3.0584 0.8297 0.2755
C5 -0.9953 0.7358 -0.1403
C6 -2.3779 1.2216 -0.4556

(3)
A molecular structure, C5H6NO in a non-equilibrium geometry, computed with ωB97M-V with the def2-TZVPD basis set.

The calculation puts the total energy at -323.4810 Eh. As for the net charge: +1. Its spin multiplicity is 3. The HOMO energy (spin up / spin down) comes out at -13.90 / -14.35 eV. The value obtained for the HOMO-LUMO gap (spin up / spin down) is 7.514 / 7.076 eV. For the energy above the lowest of the compared OMol25 structures with the same formula, charge and spin, the calculation gives 5.499 eV. The expectation value of S² is 2.02.

Cartesian coordinates (Å):
H1 -0.3644 2.4761 -1.2466
C1 -1.3832 -1.2501 1.0905
H2 2.0352 -0.9151 0.4244
N1 -0.4647 -0.5370 0.2790
H3 0.7786 2.1115 -0.0423
C2 -2.2290 -0.2481 0.9412
C3 -0.8424 0.7711 -0.0644
C4 0.0046 1.6812 -0.6670
C5 1.4909 -1.7385 0.1123
H4 1.0381 -2.3542 0.9023
H5 0.6482 1.0311 -1.3450
O1 -2.0981 0.9964 0.5259
H6 1.3861 -2.0242 -0.9102

(4)
A molecular structure, H12O6 in a non-equilibrium geometry, computed with ωB97M-V with the def2-TZVPD basis set.

The calculation puts the total energy at -458.4585 Eh. Its spin multiplicity is 1. The HOMO energy comes out at -10.24 eV. The value obtained for the HOMO-LUMO gap is 10.563 eV. For the energy above the lowest of the compared OMol25 structures with the same formula, charge and spin, the calculation gives 5.821 eV.

Cartesian coordinates (Å):
H1 13.2450 6.5072 6.5664
H2 14.7771 6.4837 8.6660
H3 14.2805 7.4646 7.1167
H4 12.7733 8.3220 8.2464
O1 15.0721 8.1812 7.7904
H5 14.4925 5.1718 7.9661
H6 17.6884 10.7827 7.2377
H7 14.6559 9.0426 7.7588
H8 16.7737 9.5827 7.1149
O2 16.8984 10.3918 7.6110
O3 13.6442 7.3628 6.4089
H9 16.0057 8.3616 7.6804
O4 13.1962 9.1576 8.0483
H10 13.3440 9.1335 7.1028
O5 16.7900 8.9993 6.0231
O6 14.9620 5.9993 7.8614
H11 16.0369 8.5940 5.5931
H12 17.1723 9.5663 5.3533

(5)
A molecular structure, C9H24FO3Zn in a non-equilibrium geometry, computed with ωB97M-V with the def2-TZVPD basis set.

The calculation puts the total energy at -2461.7698 Eh. As for the net charge: +1. Its spin multiplicity is 1. The HOMO energy comes out at -12.71 eV. The value obtained for the HOMO-LUMO gap is 2.987 eV. For the energy above the lowest of the compared OMol25 structures with the same formula, charge and spin, the calculation gives 3.675 eV.

Cartesian coordinates (Å):
H1 0.6934 2.7984 -2.6086
H2 1.0267 -0.9553 1.2329
C1 0.3541 0.5087 -4.7154
C2 1.7940 -1.4532 0.6400
H3 -3.5199 0.1096 0.3723
C3 -2.2605 -1.1701 1.6544
C4 -3.1527 0.0766 1.3980
H4 3.8308 -1.3644 0.2426
H5 1.4182 0.3442 -2.6610
H6 1.7317 -2.5286 0.8065
C5 0.6240 0.9125 -3.1451
H7 0.4503 -0.5710 -4.8300
C6 3.6492 -1.4186 2.4452
H8 1.4851 -1.3409 -0.3993
H9 -1.3558 -1.2677 1.0542
H10 -3.9752 0.2834 3.3699
C7 3.2235 -0.9608 1.0528
H11 4.5828 -0.9282 2.7208
H12 -2.7989 -2.1145 1.5749
Zn1 1.0316 3.5538 0.7197
H13 -5.0369 0.9185 2.1249
F1 0.7064 1.6673 1.1724
O1 -2.3058 1.2028 1.4967
H14 3.8735 -2.4824 2.5235
O2 3.2336 0.4295 1.1295
H15 -1.9604 -1.2510 2.6991
H16 -0.7118 1.3912 -1.3392
H17 -0.6061 0.9170 -5.0308
H18 1.1126 0.9404 -5.3684
H19 -4.8614 -0.8271 2.1916
H20 -0.7234 -0.2208 -1.8516
H21 -1.4003 1.1083 1.1921
C8 -0.5658 0.7874 -2.2348
H22 -1.5148 0.9415 -2.7484
H23 2.3588 0.7360 0.8799
C9 -4.3379 0.1147 2.3560
H24 2.9597 -1.1488 3.2451
O3 0.9475 2.2612 -3.3625

(6)
A molecular structure, C3H5N3, computed with ωB97M-V with the def2-TZVPD basis set.

The calculation puts the total energy at -281.3984 Eh. Its spin multiplicity is 1. The HOMO energy (spin up / spin down) comes out at -8.79 / -8.98 eV. The value obtained for the HOMO-LUMO gap (spin up / spin down) is 6.886 / 7.337 eV. For the energy above the lowest of the compared OMol25 structures with the same formula, charge and spin, the calculation gives 5.216 eV.

Cartesian coordinates (Å):
H1 -1.0686 0.8507 -1.1069
H2 0.2778 -1.0054 1.4079
H3 0.3389 1.6194 -0.4895
H4 -0.9113 -0.1609 2.8038
N1 -0.8349 0.7124 0.9409
C1 0.5518 -0.5491 -0.7304
N2 1.0699 -1.1728 0.3077
N3 0.7829 -0.8583 -1.9832
H5 0.5774 -0.0413 -2.5692
C2 -0.5026 -0.1243 1.7844
C3 -0.2813 0.7297 -0.3655

(7)
A molecular structure, H2LiO, computed with ωB97M-V with the def2-TZVPD basis set.

The calculation puts the total energy at -83.7404 Eh. As for the net charge: +1. Its spin multiplicity is 1. The HOMO energy comes out at -16.67 eV. The value obtained for the HOMO-LUMO gap is 11.306 eV. For the energy above the lowest of the compared OMol25 structures with the same formula, charge and spin, the calculation gives 0.642 eV.

Cartesian coordinates (Å):
O1 0.2437 -1.9272 -0.7630
Li1 -0.0676 0.5529 0.2231
H1 0.9241 -2.6344 -0.8346
H2 -0.3650 -2.0913 -1.5186

(8)
A molecular structure, C23H25Br45ClFI2O4S in a non-equilibrium geometry, computed with ωB97M-V with the def2-TZVPD basis set.

The calculation puts the total energy at -118576.4076 Eh. Its spin multiplicity is 1. The HOMO energy comes out at -9.42 eV. The value obtained for the HOMO-LUMO gap is 9.011 eV.

Cartesian coordinates (Å):
O1 -0.1814 -3.1188 1.6983
C1 1.6275 1.4413 -4.6460
H1 -1.7133 0.2216 3.7708
Br1 -12.2438 -7.6077 0.3539
Br2 14.8637 7.6062 -3.4834
H2 -9.4807 -5.8379 -3.1922
C2 -3.2238 -1.6999 -1.3633
Br3 7.4973 3.6896 -2.2499
Br4 -3.3356 -0.4816 8.6363
C3 3.9617 4.5352 6.4108
Br5 -10.3407 -4.0164 -4.6208
Cl1 -0.6974 -0.8473 -1.7751
Br6 -1.0173 0.4582 10.6172
C4 -10.9732 -8.1753 -0.9720
I1 -5.2925 1.9160 3.6584
H3 -6.9984 -6.6278 -8.4019
Br7 -3.9429 -0.0988 11.7395
F1 -2.1953 0.5141 0.2918
Br8 -2.1749 4.3205 8.6091
Br9 7.7512 1.5298 7.0177
Br10 4.2261 2.3538 -6.8902
Br11 0.6642 3.0735 -4.9703
H4 1.6549 -1.5252 5.7317
Br12 -8.2530 -8.5883 -7.5722
H5 2.5125 1.4690 -5.2664
C5 0.1101 -1.0549 -12.3204
H6 8.1898 3.7547 7.9836
C6 1.8073 -1.1047 6.7160
C7 -2.6253 -0.5825 10.4252
Br13 -3.8373 -2.2113 -7.6362
Br14 9.8085 2.6212 -4.1679
Br15 -2.7758 4.7104 11.7135
H7 9.4237 4.8763 -3.2395
Br16 5.0031 5.6383 1.4200
Br17 -1.1174 -2.1469 -13.3205
H8 -3.4551 -3.8207 -1.5861
C8 3.5374 2.4813 -8.6844
Br18 2.1213 4.3441 6.9279
Br19 2.8306 0.5073 6.4925
H9 -2.9973 -1.6731 -2.4257
Br20 2.5707 4.1213 -8.9563
Br21 10.5371 3.8162 -1.3110
H10 -3.2074 -2.1334 1.4113
C9 -6.7106 -7.6575 -8.2482
Br22 0.6149 -0.1021 -5.1919
Br23 2.2105 1.3052 -2.8169
C10 6.5243 4.9186 2.3551
Br24 -2.9768 -1.5249 -4.6382
H11 -1.4908 -2.6148 -0.4569
Br25 12.0488 6.2673 -4.1267
H12 -4.1112 -3.2550 -0.0713
H13 -2.3576 -1.6134 10.6032
O2 -0.5046 -0.7074 1.1160
C11 -2.3617 1.0767 3.6422
Br26 10.3883 3.3100 6.9524
Br27 7.9038 4.3626 1.1370
Br28 2.7444 -2.4220 7.7621
Br29 -5.9550 -2.3954 -5.2538
Br30 4.4723 3.2432 5.0743
Br31 9.1906 2.3348 9.7396
Br32 0.0685 -0.7151 7.4452
C12 -1.4559 4.2490 10.3930
O3 0.5892 -1.3627 3.2010
H14 -1.1727 3.2244 10.5776
Br33 5.1434 4.4727 7.9261
C13 -2.7079 -1.2526 1.8151
C14 -1.8839 -1.6216 -0.6407
Br34 7.1833 6.1464 3.6836
H15 13.9422 5.4260 -2.7806
C15 -3.8483 -0.3708 2.2642
I2 -5.7313 -0.9001 1.4642
H16 -4.9894 -2.9233 -1.5380
Br35 -11.5874 -7.7910 -2.7577
H17 -10.8787 -9.2477 -0.8891
C16 9.3267 3.8919 -2.8053
C17 -4.3975 -1.4979 -5.9380
O4 -1.8396 -1.7781 2.8277
C18 -8.9886 -5.0053 -3.6757
Br36 -7.6717 -5.7368 -4.8701
H18 -4.6641 -0.4639 -6.0988
C19 13.4962 6.4062 -2.8610
Br37 -9.2317 -7.4198 -0.6574
C20 -1.8701 -0.7476 0.6120
Br38 2.4698 0.9436 -9.1254
H19 -3.8290 -0.8193 -1.1620
Br39 0.1295 5.3269 10.5605
H20 4.0682 5.5120 5.9619
Br40 0.3791 -1.7410 -10.5424
S1 -0.3389 -1.8105 2.2310
H21 -1.8582 1.7863 2.9892
H22 -2.4968 1.5434 4.6113
Br41 12.8661 6.8911 -1.1104
C21 -3.9899 -2.9955 -1.1207
Br42 -8.1728 -3.9487 -2.2865
Br43 -6.1529 -8.3542 -9.9523
H23 -0.3381 -0.0777 -12.2205
C22 8.7937 2.8603 7.9312
H24 6.1852 4.0394 2.8820
C23 -3.6956 0.6785 3.0810
H25 4.3855 2.4940 -9.3524
Br44 -5.2636 -7.6604 -6.9768
Br45 1.7795 -0.8240 -13.2478

- Among the records above, which one has the highest spin multiplicity?
  C33H45N9O6PPtSSi2

- Which value of spin multiplicity does entry 8 give?
  1

Please write out number 5 again, unchanged.
A molecular structure, C9H24FO3Zn in a non-equilibrium geometry, computed with ωB97M-V with the def2-TZVPD basis set.

The calculation puts the total energy at -2461.7698 Eh. As for the net charge: +1. Its spin multiplicity is 1. The HOMO energy comes out at -12.71 eV. The value obtained for the HOMO-LUMO gap is 2.987 eV. For the energy above the lowest of the compared OMol25 structures with the same formula, charge and spin, the calculation gives 3.675 eV.

Cartesian coordinates (Å):
H1 0.6934 2.7984 -2.6086
H2 1.0267 -0.9553 1.2329
C1 0.3541 0.5087 -4.7154
C2 1.7940 -1.4532 0.6400
H3 -3.5199 0.1096 0.3723
C3 -2.2605 -1.1701 1.6544
C4 -3.1527 0.0766 1.3980
H4 3.8308 -1.3644 0.2426
H5 1.4182 0.3442 -2.6610
H6 1.7317 -2.5286 0.8065
C5 0.6240 0.9125 -3.1451
H7 0.4503 -0.5710 -4.8300
C6 3.6492 -1.4186 2.4452
H8 1.4851 -1.3409 -0.3993
H9 -1.3558 -1.2677 1.0542
H10 -3.9752 0.2834 3.3699
C7 3.2235 -0.9608 1.0528
H11 4.5828 -0.9282 2.7208
H12 -2.7989 -2.1145 1.5749
Zn1 1.0316 3.5538 0.7197
H13 -5.0369 0.9185 2.1249
F1 0.7064 1.6673 1.1724
O1 -2.3058 1.2028 1.4967
H14 3.8735 -2.4824 2.5235
O2 3.2336 0.4295 1.1295
H15 -1.9604 -1.2510 2.6991
H16 -0.7118 1.3912 -1.3392
H17 -0.6061 0.9170 -5.0308
H18 1.1126 0.9404 -5.3684
H19 -4.8614 -0.8271 2.1916
H20 -0.7234 -0.2208 -1.8516
H21 -1.4003 1.1083 1.1921
C8 -0.5658 0.7874 -2.2348
H22 -1.5148 0.9415 -2.7484
H23 2.3588 0.7360 0.8799
C9 -4.3379 0.1147 2.3560
H24 2.9597 -1.1488 3.2451
O3 0.9475 2.2612 -3.3625

- Which formula does entry 4 have?
  H12O6